Record 1
ORCA calculation (the ωB97M-V functional and the def2-TZVPD basis) on 3 unconnected molecules or ions with the total composition C21H48BrN4O at a distorted geometry.

```
75
Properties=species:S:1:pos:R:3:forces:R:3:mulliken_charge:R:1
C 4.06118 -1.87504 0.08775 0.330 0.091 -2.789 -0.73
C 3.36044 -1.96194 -1.24256 -0.249 -0.282 4.302 0.07
N 3.94038 -2.71740 -2.45696 -0.083 2.370 1.531 0.15
Br 4.24633 -1.34590 -3.75346 0.303 0.763 -0.924 0.12
C 2.94084 -3.65652 -3.10423 -1.786 -1.697 -2.734 -0.63
C 1.45535 -3.01524 -3.36465 -1.464 -0.344 1.553 -0.02
C 0.47984 -3.60717 -2.14289 0.639 0.559 0.981 -0.14
O -0.30090 -4.78823 -2.54540 1.473 0.617 1.760 -0.37
C -0.17355 -5.89354 -1.58062 -0.345 -1.456 0.398 -0.54
C 5.30310 -3.32009 -2.19306 2.840 -1.897 0.120 -0.65
C 5.29914 -4.71815 -1.34105 -0.569 -3.067 3.268 0.53
C 5.28103 -6.14123 -2.21634 0.435 0.680 -0.114 -1.06
N 5.34950 -4.85548 0.02380 -0.320 1.320 -5.377 -0.60
H 3.70896 -2.45529 1.04830 -0.311 2.402 -1.715 0.27
H 5.06029 -1.22953 0.16549 -1.390 -2.739 -0.348 0.26
H 2.33571 -1.35208 -1.30557 1.822 -2.684 -0.272 0.31
H 3.38085 -3.93287 -4.17826 -0.549 0.677 2.472 0.27
H 2.78688 -4.67464 -2.54862 0.676 2.227 -0.529 0.33
H 1.39037 -1.85014 -3.28236 0.445 -2.222 -0.369 -0.14
H 0.93654 -3.34087 -4.36141 1.497 0.504 1.752 0.37
H 1.21339 -3.89651 -1.25159 -1.560 0.547 -1.748 0.31
H -0.22311 -2.75347 -1.69494 1.269 -1.817 -1.240 0.00
H 0.69222 -6.63210 -1.90897 -1.679 1.514 0.597 0.20
H 0.03566 -5.56365 -0.47552 -0.427 -0.301 -2.161 0.27
H -1.18986 -6.51785 -1.56432 2.258 1.536 -0.230 0.27
H 6.08023 -2.58130 -1.70270 -2.125 -1.184 -0.883 0.43
H 5.75736 -3.58470 -3.26467 -1.172 0.510 2.370 0.44
H 4.91873 -7.06063 -1.58395 0.628 2.066 -1.032 0.40
H 6.40367 -6.34291 -2.49657 -2.219 0.349 0.261 0.33
H 4.61676 -6.07290 -3.18379 1.471 -0.083 1.836 0.26
H 5.33390 -5.86699 0.30881 0.094 1.113 -0.730 0.29
C -3.88075 3.03661 -0.45325 -0.056 -0.123 0.059 -1.30
C -2.67841 2.52881 -1.24431 -0.084 -0.010 0.185 -0.44
N -2.20658 1.20543 -0.82905 0.504 -0.275 0.031 0.32
C -0.90209 0.85208 -1.40113 -0.178 0.343 0.334 -0.69
C -0.81550 0.68747 -2.91375 0.180 -0.196 -0.282 -0.99
C -3.20038 0.12929 -0.83791 -0.203 0.213 0.285 -0.70
C -3.90190 -0.17602 -2.15750 -0.184 -0.265 -0.178 -1.02
H -3.67286 3.04402 0.62208 -0.012 -0.040 -0.139 0.17
H -4.11732 4.06218 -0.75528 0.067 -0.158 0.008 0.43
H -4.77451 2.43132 -0.63262 0.085 0.066 0.045 0.33
H -1.86998 3.25580 -1.09181 0.088 -0.305 -0.059 0.42
H -2.92388 2.55400 -2.31143 -0.043 0.081 -0.155 0.24
H -0.53382 -0.06602 -0.92463 -0.240 -0.021 0.078 0.37
H -0.18214 1.62562 -1.10279 -0.209 0.065 0.020 0.35
H -1.26199 -0.25093 -3.24469 -0.089 0.083 -0.052 0.15
H 0.23673 0.66131 -3.21981 -0.014 0.060 -0.006 0.35
H -1.28815 1.51111 -3.45317 0.026 -0.083 0.059 0.34
H -3.96933 0.36713 -0.09309 0.153 0.136 -0.085 0.35
H -2.74328 -0.79484 -0.46026 0.192 0.235 -0.056 0.42
H -4.21400 0.72658 -2.68831 0.052 -0.040 0.057 0.24
H -4.80474 -0.76654 -1.96449 0.113 0.084 -0.026 0.40
H -3.27203 -0.77174 -2.82018 -0.065 0.115 -0.069 0.24
C -1.65765 2.13087 3.24493 -0.108 -0.015 0.117 -1.30
C -1.24008 3.59876 3.23062 -0.276 -0.022 0.064 -0.54
N -2.28858 4.52182 3.67219 -0.113 0.281 -0.169 0.17
C -1.97273 5.92833 3.39687 -0.150 -0.161 -0.268 -0.66
C -0.77834 6.53866 4.12043 0.159 0.341 0.109 -0.97
C -2.86834 4.26265 4.99223 -0.148 -0.334 -0.157 -0.70
C -1.92398 4.24785 6.18999 0.009 0.064 0.383 -0.96
H -2.56104 1.97024 2.64685 0.105 0.054 0.104 0.19
H -0.85992 1.51399 2.81823 -0.072 0.106 0.028 0.40
H -1.84109 1.76694 4.26044 -0.014 0.034 -0.104 0.35
H -0.97042 3.84044 2.19417 -0.110 0.248 0.167 0.48
H -0.32686 3.71007 3.82499 0.201 -0.041 0.041 0.31
H -2.85904 6.54487 3.59666 0.041 -0.261 0.084 0.37
H -1.80311 6.03088 2.31686 -0.003 -0.205 0.079 0.34
H -1.00398 6.75030 5.16626 0.089 -0.071 -0.037 0.21
H -0.51743 7.49576 3.65414 -0.033 -0.119 0.044 0.40
H 0.10944 5.90428 4.07379 -0.065 0.003 0.016 0.27
H -3.38389 3.29545 4.95593 0.131 0.055 -0.131 0.36
H -3.67284 4.98399 5.18724 0.223 0.034 -0.261 0.37
H -0.99909 3.70098 5.99153 -0.047 0.041 -0.032 0.25
H -2.41497 3.75653 7.03771 0.056 0.051 -0.104 0.37
H -1.67040 5.25802 6.51558 0.113 -0.117 -0.034 0.27
```
Forces are in eV/Å.

Computed properties:
- Highest occupied orbital energy: -0.3442 hartree
- Frontier orbital gap: 4.27 eV
- Total charge: +1
- Maximum force: 0.10784 Eh/bohr
- E: -100588.5168 eV
- Spin multiplicity: 1



Record 2
ORCA calculation (the ωB97M-V functional and the def2-TZVPD basis) on 4 unconnected molecules or ions with the total composition CH9NO3 at a distorted geometry.

```
14
Properties=species:S:1:pos:R:3:forces:R:3:mulliken_charge:R:1
C -2.07003 -2.03336 1.85549 1.618 -1.061 -1.675 -0.29
N -1.48157 -1.85981 0.72356 0.400 1.945 1.473 -0.46
H -1.34581 -2.44929 2.55557 -0.775 -0.581 0.543 0.24
H -3.13194 -2.00567 2.10185 0.048 0.920 0.022 0.26
H -1.82094 -1.10744 0.11781 -1.279 -1.077 -0.416 0.23
O 1.31229 -0.99158 -0.42829 0.146 0.888 -0.093 -0.65
H 0.49071 -1.12914 0.05609 -0.011 -0.686 0.040 0.40
H 1.68793 -1.83810 -0.66621 -0.213 -0.270 0.132 0.29
O 1.59448 2.05230 -2.73450 -0.359 0.113 0.193 -0.63
H 0.93865 2.42895 -2.12990 0.274 0.104 -0.085 0.32
H 1.15279 1.26914 -3.07242 0.090 -0.160 -0.064 0.31
O 0.80339 2.89830 0.26244 0.281 -1.522 0.907 -0.63
H 1.11020 1.97894 0.13247 0.088 0.394 -0.964 0.33
H 0.75985 2.78675 1.22605 -0.309 0.992 -0.013 0.30
```
Forces are in eV/Å.

Computed properties:
- Highest occupied orbital energy: -0.3799 hartree
- Frontier orbital gap: 10.79 eV
- Energy relative to the best compared isomer or geometry (same formula, charge and spin): 150.87 kJ/mol
- Total charge: 0
- Maximum force: 0.04977 Eh/bohr
- Structure (SMILES): C=N.O.O.O
- E: -8814.0434 eV
- Spin multiplicity: 1



Record 3
ORCA calculation (the ωB97M-V functional and the def2-TZVPD basis) on a molecular structure, C21H45MnOP3Se at a distorted geometry.

```
72
Properties=species:S:1:pos:R:3:forces:R:3:mulliken_charge:R:1
Mn -1.27859 -1.41096 -0.58518 0.063 3.683 1.935 -0.22
P -0.01036 -0.89298 -2.58930 1.880 0.265 -0.962 0.87
P -0.46617 0.94372 0.27877 0.935 2.044 0.325 0.74
P -3.42968 -0.38719 -0.70778 -2.110 0.591 0.462 1.02
H -1.06806 -4.73078 0.00445 -0.589 0.142 -0.388 0.34
C -1.70169 -4.39396 -0.82978 1.597 1.287 -1.381 -0.93
C -1.44629 -3.15208 -1.43619 -0.481 -4.366 0.034 0.49
H -0.36849 -2.79191 -1.25297 -0.562 -1.333 -0.450 -0.14
C 1.69563 -1.33810 -2.07273 -0.146 0.052 0.100 -1.10
C -0.01300 0.75257 -3.34583 -0.163 0.342 0.152 -1.11
C -0.25761 -1.99016 -4.03049 -0.549 -0.177 0.376 -1.49
C -0.69709 1.35006 2.04903 -0.379 -0.910 0.290 -0.93
C 1.32551 1.31023 0.12419 0.147 -0.605 -0.390 -0.92
C -1.16244 2.49118 -0.46441 -0.440 -0.530 -0.473 -1.45
C -4.57377 -1.77943 -0.95664 -0.004 -0.160 -0.124 -1.18
C -3.70641 0.73592 -2.13305 0.420 -0.124 -0.194 -1.35
C -4.19896 0.54335 0.67389 0.207 -0.050 0.283 -0.88
H -2.29149 -5.14618 -1.37013 -0.412 0.423 0.661 0.31
H -1.89156 -3.02079 -2.43701 0.394 0.152 0.495 0.51
H 1.74495 -2.42856 -1.93761 0.051 0.221 -0.165 0.51
H 1.98007 -0.87566 -1.12141 0.019 -0.033 -0.252 0.08
H 2.39806 -1.04239 -2.86033 -0.034 -0.089 0.138 0.47
H 0.57917 1.46853 -2.76562 -0.134 -0.156 -0.185 0.39
H -1.04329 1.12399 -3.43421 0.300 -0.070 -0.072 0.29
H 0.41349 0.65822 -4.35352 -0.044 0.043 0.245 0.55
H -0.05634 -3.02785 -3.75440 0.090 0.110 -0.145 0.45
H 0.42125 -1.67922 -4.82941 -0.004 0.009 0.157 0.53
H -1.28789 -1.92266 -4.38916 0.091 0.035 -0.139 0.48
H -0.51322 2.41979 2.21885 0.021 -0.237 -0.348 0.61
H 0.01661 0.76558 2.64041 -0.145 0.106 -0.073 0.14
H -1.71340 1.10487 2.37180 0.152 0.089 0.060 0.29
H 1.50602 2.33465 0.48220 -0.281 -0.248 -0.031 0.62
H 1.65720 1.25110 -0.92176 -0.028 0.100 0.364 0.42
H 1.93594 0.61762 0.72993 -0.076 0.110 -0.186 0.06
H -0.58040 3.34426 -0.09083 -0.025 -0.370 0.036 0.57
H -2.20932 2.63616 -0.17808 0.241 0.000 -0.058 0.45
H -1.08891 2.47484 -1.55613 -0.051 0.109 0.235 0.31
H -5.60409 -1.41203 -1.01054 0.143 -0.070 -0.034 0.51
H -4.48246 -2.49081 -0.12844 -0.033 0.196 -0.096 0.21
H -4.32331 -2.30186 -1.88482 -0.151 0.071 0.044 0.39
H -4.78512 0.84489 -2.31431 0.238 -0.129 0.141 0.53
H -3.24015 0.32772 -3.03826 -0.199 0.086 0.082 0.35
H -3.28410 1.73110 -1.94124 -0.145 -0.337 -0.016 0.35
H -5.27818 0.64503 0.49611 0.260 -0.050 -0.153 0.53
H -3.77438 1.54805 0.78285 -0.077 -0.237 -0.088 0.36
H -4.06025 0.00511 1.61744 -0.045 0.124 -0.314 -0.05
C -0.93338 -2.84134 3.24171 -0.607 0.416 -1.214 -0.52
C -1.61140 -3.76420 2.41101 0.654 0.304 0.247 -0.63
C -2.96109 -3.62046 2.13028 -0.229 0.017 -0.777 -0.70
C -3.66217 -2.50838 2.57071 -0.239 0.083 0.565 -0.65
C -2.95528 -1.50123 3.22682 -0.299 -0.052 -0.007 -0.93
C -1.59923 -1.63773 3.50497 0.106 -0.039 0.034 -0.31
Se 0.86876 -3.11174 3.81315 0.255 -0.048 -0.245 0.01
H 0.48982 -3.23057 5.21468 -0.022 0.000 0.181 0.19
H -1.05597 -4.57125 1.95063 0.001 -0.357 0.649 0.82
H -3.47592 -4.36340 1.51805 0.115 -0.025 0.295 0.64
H -4.75409 -2.46554 2.47591 0.479 0.104 -0.098 0.54
H -3.48077 -0.61304 3.56492 0.086 -0.029 0.017 0.83
H -1.04724 -0.78434 3.89128 -0.145 -0.389 0.466 0.82
C 4.83059 -1.01135 3.48690 -0.482 -0.154 -0.340 -0.47
C 5.33201 -1.80222 2.25538 -0.286 0.046 -0.126 -0.52
C 4.48029 -1.30013 1.07312 0.290 0.305 -0.592 -0.47
O 3.45299 -0.40274 1.56379 0.329 -0.749 0.442 -0.27
C 3.76180 -0.04483 2.92735 0.337 0.622 0.345 -0.44
H 4.37527 -1.68757 4.22285 0.271 0.233 -0.141 0.17
H 5.64771 -0.45667 3.95284 -0.231 -0.133 0.053 0.31
H 5.18874 -2.87989 2.38845 0.158 0.253 0.028 0.24
H 6.39126 -1.60635 2.06135 -0.248 -0.153 0.064 0.29
H 3.98250 -2.11998 0.52517 0.138 0.259 0.245 0.20
H 5.11421 -0.74421 0.35055 -0.358 -0.249 0.328 0.31
H 2.83147 -0.06505 3.51618 0.228 -0.045 -0.233 0.20
H 4.15996 0.98663 2.94334 -0.244 -0.329 -0.082 0.33
```
Forces are in eV/Å.

Computed properties:
- Highest occupied orbital energy (alpha / beta): -0.5952 / -0.5959 hartree
- Frontier orbital gap (alpha / beta): 3.20 / 4.85 eV
- Energy relative to the best compared isomer or geometry (same formula, charge and spin): 131.10 kJ/mol
- Total charge: +3
- Maximum force: 0.08541 Eh/bohr
- E: -149057.5137 eV
- Spin multiplicity: 5



Record 4
ORCA calculation (the ωB97M-V functional and the def2-TZVPD basis) on 2 unconnected molecules or ions with the total composition CH4FNO2 at a distorted geometry.

```
9
Properties=species:S:1:pos:R:3:forces:R:3:mulliken_charge:R:1
N -0.12219 -1.05347 -0.07292 0.778 -0.593 0.518 -0.42
C -0.53058 0.26151 -0.07124 1.206 -1.569 0.294 0.66
O 0.17484 1.21198 -0.16211 1.580 2.312 -0.532 -0.62
O -1.81066 0.32541 0.01922 -4.981 0.233 0.701 -0.50
H -0.70327 -1.68661 0.50132 0.703 0.571 -0.854 0.24
H 0.91682 -1.21366 -0.09362 -1.740 0.438 0.251 0.28
H -2.35912 1.14835 0.20447 2.176 -1.089 -0.495 0.37
F 2.43602 0.11057 -0.03371 0.881 -0.176 -0.084 -0.43
H 1.99814 0.89593 -0.29141 -0.602 -0.128 0.199 0.42
```
Forces are in eV/Å.

Computed properties:
- Highest occupied orbital energy: -0.3861 hartree
- Frontier orbital gap: 10.99 eV
- Energy relative to the best compared isomer or geometry (same formula, charge and spin): 11.93 kJ/mol
- Total charge: 0
- Maximum force: 0.09792 Eh/bohr
- Structure (SMILES): NC(=O)O.F
- E: -9405.2290 eV
- Spin multiplicity: 1



Record 5
ORCA calculation (the ωB97M-V functional and the def2-TZVPD basis) on C2H8N6 in the gas phase at a distorted geometry.

```
16
Properties=species:S:1:pos:R:3:forces:R:3:mulliken_charge:R:1
H -2.96777 0.09608 -2.45429 1.122 -1.662 4.432 0.24
N -2.56899 -0.40352 -1.41312 -0.674 -0.234 -3.699 -0.72
C -1.47231 0.21691 -1.16885 0.594 0.298 0.335 0.40
N -1.45111 1.54191 -1.56383 1.606 4.947 0.606 -0.56
N -0.32694 -0.36510 -0.45453 -3.155 -4.467 -0.291 0.05
N 0.94770 0.09647 -0.31627 1.713 0.106 4.489 -0.78
C 1.37582 -0.32745 0.93209 -2.565 -0.182 -3.631 0.54
N 0.59684 -1.27709 1.63222 9.888 2.635 2.534 -0.55
N 2.61671 0.09094 1.48288 -1.829 -3.252 1.117 -0.55
H -0.67186 2.25286 -1.25101 -1.717 -2.498 -0.778 0.26
H -2.37653 2.14221 -1.64276 2.496 -2.623 0.429 0.25
H -0.33623 -1.59805 -0.14654 -0.898 4.866 -2.406 0.35
H -0.27366 -1.39905 1.50679 -7.776 -0.419 -1.508 0.23
H 0.77176 -0.96320 2.57557 -0.106 -0.941 0.715 0.24
H 3.28503 -0.71042 1.56158 -0.812 0.873 0.023 0.27
H 2.85153 0.60651 0.72006 2.114 2.553 -2.368 0.34
```
Forces are in eV/Å.

Computed properties:
- Highest occupied orbital energy: -0.2864 hartree
- Frontier orbital gap: 8.54 eV
- Energy relative to the best compared isomer or geometry (same formula, charge and spin): 417.71 kJ/mol
- Total charge: 0
- Maximum force: 0.20501 Eh/bohr
- Structure (SMILES): [H]/N=C(\N)NN=C(N)N
- E: -11139.7306 eV
- Spin multiplicity: 1



Record 6
ORCA calculation (the ωB97M-V functional and the def2-TZVPD basis) on 2 unconnected molecules or ions with the total composition C3H5NO2 at a distorted geometry.

```
11
Properties=species:S:1:pos:R:3:forces:R:3:mulliken_charge:R:1
N -1.01451 -1.68459 0.40753 -0.613 -0.147 0.353 -0.51
C -0.21800 -0.77217 0.56236 1.129 -0.708 0.417 0.49
C 0.88212 -0.13916 0.93162 -0.423 -0.117 0.546 -0.48
O 2.09849 -0.23906 0.32185 0.064 0.310 -0.374 -0.48
H -1.85513 -1.50666 -0.13812 0.075 0.274 -0.361 0.30
H 0.86347 0.55404 1.76237 -0.018 -0.067 -0.085 0.41
H 2.05990 -0.92790 -0.34649 0.105 -0.175 -0.075 0.32
C -0.69754 1.13235 -0.84014 -0.085 1.489 -0.279 -0.20
O -1.86383 1.22785 -0.53350 0.284 -0.263 -0.228 -0.47
H 0.08439 1.81554 -0.42096 -0.401 -0.316 -0.137 0.29
H -0.33935 0.53975 -1.70652 -0.117 -0.279 0.221 0.32
```
Forces are in eV/Å.

Computed properties:
- Highest occupied orbital energy: -0.3149 hartree
- Frontier orbital gap: 9.06 eV
- Energy relative to the best compared isomer or geometry (same formula, charge and spin): 370.09 kJ/mol
- Total charge: 0
- Maximum force: 0.02951 Eh/bohr
- Structure (SMILES): N=C=CO.C=O
- E: -8773.8590 eV
- Spin multiplicity: 1



Q: Among the records above, which one has the highest E?
A: C3H5NO2